14
Properties=species:S:1:pos:R:3:forces:R:3:nbo_charge:R:1 method="wB97M-V/def2-TZVPD" e_lumo_ev="-0.3 / -0.3" smiles="CS[C@H]1N=[N+]([S-])CS1" spin_multiplicity=1 gap_ha="0.297 / 0.297" e_tot_ev=-38691.195
S -3.394412 0.430699 -0.418681 -0.969 0.358 -0.059 -0.053
S -0.014529 -2.000120 -0.343189 0.222 0.446 -0.211 0.194
S 1.097215 0.818071 -0.759917 0.479 0.377 0.245 0.272
N -1.067454 0.348076 0.619339 1.945 -1.848 -0.424 -0.127
N -1.943649 -0.242458 -0.066213 0.113 0.490 0.164 -0.189
C 0.352393 -0.325357 0.375085 -1.689 -0.407 1.457 -0.406
C 2.355810 1.680460 0.253026 0.342 -1.553 -0.864 -0.728
C -1.766049 -1.619380 -0.611157 1.414 1.100 -0.964 -0.379
H 3.014020 0.886590 0.598164 0.462 0.076 -0.256 0.213
H 2.125332 2.218204 1.141608 -1.031 0.786 0.277 0.225
H 0.949427 -0.527996 1.349929 -1.166 0.803 -1.612 0.256
H -2.325269 -2.225381 0.006074 -1.267 -1.345 1.438 0.228
H 2.830175 2.273435 -0.523629 0.335 0.252 0.365 0.237
H -2.213014 -1.714846 -1.620437 0.812 0.465 0.445 0.258

=====

64
Properties=species:S:1:pos:R:3:forces:R:3:nbo_charge:R:1 method="wB97M-V/def2-TZVPD" e_lumo_ev="-3.4 / -3.4" total_charge=+1 spin_multiplicity=2 gap_ha="0.280 / 0.287" e_tot_ev=-173475.218
I -0.541296 3.676782 3.309353 -0.039 -0.023 0.023 0.200
I 1.319516 2.459960 -1.483235 -0.020 0.055 0.050 -0.256
Br 4.352063 1.800995 0.851030 -0.030 -0.033 0.033 0.139
Ti 0.912872 0.175100 -0.157582 0.125 0.025 -0.183 1.591
P -0.026473 -2.081922 2.032864 0.067 -0.043 -0.066 2.408
P 2.046192 0.017659 2.829139 0.132 0.171 0.086 2.431
O -0.881124 0.642235 0.006238 -0.171 -0.129 0.009 -0.685
O 0.632595 -1.603052 0.750918 -0.042 -0.001 0.112 -1.101
O 1.763781 -2.703827 -2.695017 0.023 -0.025 -0.003 -0.536
O 0.085764 -3.497943 2.452589 0.000 0.017 -0.004 -1.116
O -1.545421 -1.595851 1.944010 -0.062 0.022 0.016 -0.986
O 1.446820 0.729795 1.602199 0.048 0.086 0.044 -1.097
O 2.233776 1.143565 3.928557 -0.054 -0.223 0.055 -1.002
O 3.242243 -0.838917 2.703433 0.002 -0.071 -0.022 -1.115
O 0.951772 -0.871811 -1.686940 -0.029 -0.104 -0.082 -0.716
N 1.490027 -2.185829 4.215489 0.043 0.035 -0.027 -0.716
N -2.416649 0.856458 -1.697441 -0.040 -0.033 -0.036 -0.189
N -3.540679 1.597186 -1.937071 0.057 0.087 -0.057 -0.134
N 3.121358 -0.325024 -0.490685 0.084 0.037 0.000 -0.505
C -2.729607 2.230251 0.021567 0.060 0.020 -0.019 -0.374
C -1.261298 0.105374 -3.702823 -0.015 -0.019 -0.013 -0.214
C -4.239441 1.521466 -3.207211 0.008 -0.004 0.012 -0.422
C 4.304355 -2.196620 -1.423781 -0.001 -0.004 0.001 -0.197
C 3.171107 -1.443273 -1.240039 -0.015 -0.028 -0.018 0.103
C 0.731327 -1.114522 3.452272 -0.011 -0.053 0.022 -0.637
C -0.817629 -0.932442 -4.507231 0.003 0.020 0.014 -0.195
C -1.772014 -2.539224 -2.984084 -0.011 -0.004 -0.012 -0.182
C -2.239047 -1.511213 -2.182825 0.023 -0.003 0.002 -0.222
C 1.355499 3.789595 2.569421 -0.174 0.173 -0.057 -0.589
C -3.715602 2.455763 -0.919053 -0.079 -0.066 0.028 0.271
C 1.889343 -1.773510 -1.951826 -0.078 0.055 0.076 0.773
C -0.309461 -0.454461 4.344367 0.009 -0.029 0.023 -0.634
C -4.826006 3.446201 -0.907493 0.001 0.006 0.004 -0.662
C -1.973351 -0.203112 -2.555958 0.001 0.012 0.045 0.141
C 5.476870 -1.762110 -0.820547 -0.004 0.003 -0.005 -0.119
C 4.267832 0.118078 0.012972 0.000 -0.007 0.002 0.205
C -1.921461 1.216838 -0.496455 0.024 0.024 0.029 0.588
C 5.464526 -0.576289 -0.116092 0.009 0.000 0.002 -0.249
C -1.066345 -2.248067 -4.143331 -0.001 -0.004 -0.002 -0.158
H -1.948022 -3.567294 -2.699223 0.001 -0.001 -0.001 0.229
H -4.778518 4.032948 0.005810 0.000 -0.001 0.001 0.250
H -1.056421 -1.173426 4.685796 -0.001 0.004 -0.006 0.224
H -2.583599 2.736538 0.958004 -0.001 0.027 -0.005 0.256
H 6.361007 -0.170899 0.327455 -0.003 0.003 0.005 0.250
H -0.252305 -0.713192 -5.402635 -0.001 -0.003 -0.001 0.231
H -2.139576 -2.249298 2.335204 -0.002 -0.001 0.007 0.521
H 1.512914 3.356614 1.593681 0.071 -0.077 -0.036 0.217
H -4.754638 4.127551 -1.755920 0.002 -0.003 0.000 0.244
H 1.476053 -2.029769 5.221311 0.000 -0.007 0.005 0.425
H 1.943174 4.618384 2.929242 0.097 -0.022 0.041 0.204
H 1.847216 2.006513 3.697507 0.019 0.096 -0.081 0.527
H 2.467198 -2.153073 3.865889 -0.022 0.019 0.012 0.478
H -5.232575 1.936270 -3.064834 0.003 0.009 -0.004 0.235
H 0.163099 0.012035 5.210422 0.006 0.008 -0.006 0.231
H -4.328241 0.481479 -3.510435 -0.002 -0.003 0.001 0.242
H 6.397074 -2.320620 -0.925974 -0.005 -0.006 -0.002 0.239
H -2.780762 -1.713417 -1.267396 0.000 0.008 0.004 0.229
H 4.245198 -3.083971 -2.037075 0.015 0.003 -0.003 0.260
H -5.796770 2.950824 -0.946174 -0.003 0.004 0.000 0.242
H -3.710968 2.083029 -3.976952 -0.005 -0.006 -0.007 0.225
H -1.035583 1.136987 -3.940043 0.004 0.011 -0.001 0.236
H -0.826441 0.323855 3.784630 0.001 -0.002 -0.003 0.256
H -0.690079 -3.055373 -4.756196 0.004 0.007 -0.003 0.233
H 1.064829 -3.096978 3.948211 -0.020 -0.010 -0.001 0.478

=====

12
Properties=species:S:1:pos:R:3:forces:R:3:nbo_charge:R:1 method="wB97M-V/def2-TZVPD" e_lumo_ev=-0.2 smiles="[H]/N=C(/C=O)NC" spin_multiplicity=1 gap_ha=0.342 e_tot_ev=-8234.126
O -0.840746 1.454324 1.457349 -0.414 -0.314 -0.316 -0.489
N 0.532590 0.127815 -0.659543 0.278 0.545 0.234 -0.700
N -1.441313 -0.742088 -1.260107 0.642 0.282 0.216 -0.526
C -1.510280 0.747391 0.739063 0.213 0.207 0.199 0.371
C 1.431485 -0.467772 0.307748 0.191 0.047 0.280 -0.412
C -0.877795 0.015581 -0.411325 0.559 -0.033 -0.265 0.257
H 2.389952 -0.668651 -0.181441 -0.105 0.073 0.184 0.204
H -0.483554 -0.875607 -1.718664 -1.916 -1.004 -0.828 0.378
H 1.017622 -1.430463 0.632879 0.093 0.210 -0.058 0.199
H 0.807663 1.044615 -0.976670 0.115 0.218 0.307 0.384
H 1.572696 0.177057 1.176235 0.177 -0.163 0.165 0.193
H -2.598320 0.617801 0.894476 0.168 -0.069 -0.118 0.142

=====

Looking at energy above the lowest of the compared OMol25 structures with the same formula, charge and spin for the records above, in order, we have 323.80 111.57 248.26 kJ/mol.
Looking at molar mass for the records above, in order, we have 166.3 909.0 86.1 g/mol.